(1)
A cluster of 5 separate species, C21H55BClNO10P3S4 in total, computed with ωB97M-V/def2-TZVPD.

As for the orbital gap: 4.8500 eV. As for the total energy: -4742.1421 Ha. Its spin multiplicity is 1. Its LUMO energy is 1.6328 eV. As for the charge: -1.

Positions of all 96 atoms, in Å:
C: 10.9181 -1.8604 3.9375
O: 10.7151 -0.4606 3.9148
C: 9.4888 -0.1371 3.2685
C: 9.1768 1.3365 3.4516
C: 7.6773 1.6797 3.4071
C: 6.8676 0.9955 2.2919
C: 5.4023 0.7360 2.7549
C: 4.4037 1.8406 2.3476
C: 2.9827 1.2416 2.1684
C: 1.8555 2.0851 2.8088
C: 0.7862 1.2595 3.5552
C: -0.3688 0.8111 2.6480
P: -1.7455 2.0815 2.4335
O: -1.0689 3.2825 1.5158
Cl: -1.9537 3.0451 4.2890
O: 0.1049 0.3584 1.4118
B: 0.4464 -1.0921 1.6043
P: 0.5162 -2.1951 -0.0192
N: 1.9010 -3.1984 0.2466
O: -0.7610 -3.2889 0.0655
O: -0.3247 -1.5622 2.8053
C: -1.1590 -0.4769 3.0953
P: -2.0961 -0.4743 4.6604
C: -0.9079 -0.8154 6.0125
O: -3.0267 -1.8538 4.5740
H: 11.9829 -2.0933 3.8951
H: 10.4414 -2.3243 3.0673
H: 10.5006 -2.2835 4.8581
H: 8.6918 -0.7972 3.6354
H: 9.6145 -0.3474 2.1956
H: 9.5414 1.6036 4.4506
H: 9.7744 1.9448 2.7683
H: 7.6183 2.7584 3.2224
H: 7.2476 1.5287 4.3985
H: 7.2640 0.0191 2.0127
H: 6.7746 1.6438 1.4196
H: 5.3671 0.6530 3.8460
H: 5.0692 -0.2298 2.3682
H: 4.3584 2.6248 3.1090
H: 4.7687 2.2713 1.4100
H: 2.7719 1.1219 1.1069
H: 2.9797 0.2707 2.6594
H: 1.3828 2.6928 2.0330
H: 2.3409 2.7757 3.5083
H: 0.4121 1.9078 4.3552
H: 1.2539 0.3999 4.0457
H: -0.5981 3.8883 2.1063
H: 1.6295 -1.1441 1.9796
H: 2.4714 -2.8237 1.0017
H: 2.4811 -3.1923 -0.5800
H: -1.4194 -2.8687 0.6324
H: -1.9816 -0.5036 2.3448
H: -0.5734 -1.8570 6.0005
H: -0.0664 -0.1229 6.0020
H: -1.4465 -0.6756 6.9535
H: -2.8543 -2.2869 3.7266
C: -2.1588 -5.3683 -3.9783
S: -1.0052 -4.0218 -3.6517
O: -1.0890 -3.7013 -2.2069
C: -1.9545 -2.7652 -4.5249
H: -1.7802 -6.2571 -3.4776
H: -3.1415 -5.1121 -3.5814
H: -2.2188 -5.5494 -5.0524
H: -2.9499 -2.6918 -4.0848
H: -2.0234 -3.0243 -5.5832
H: -1.4350 -1.8151 -4.4150
C: -5.2973 -1.3415 -5.8026
S: -6.2467 -2.5643 -4.8987
O: -6.3385 -3.7793 -5.7563
C: -7.8186 -1.7032 -5.0301
H: -4.2729 -1.6984 -5.8794
H: -5.7177 -1.2143 -6.7993
H: -5.3105 -0.3953 -5.2664
H: -8.0650 -1.5533 -6.0817
H: -7.7494 -0.7461 -4.5135
H: -8.5800 -2.3198 -4.5569
C: -4.2899 3.5896 -8.2491
S: -5.0428 1.9610 -8.1512
O: -4.6161 1.3606 -6.8623
C: -4.0383 1.2097 -9.4382
H: -4.7485 4.2159 -7.4869
H: -3.2190 3.5081 -8.0635
H: -4.4762 4.0164 -9.2348
H: -2.9844 1.2895 -9.1718
H: -4.2319 1.7097 -10.3874
H: -4.3200 0.1614 -9.5136
C: -5.5896 3.3063 0.6928
S: -5.8959 1.7014 1.4401
O: -7.1720 1.1860 0.8697
C: -6.2646 2.3301 3.0809
H: -5.3699 3.1476 -0.3609
H: -6.4762 3.9333 0.7963
H: -4.7313 3.7703 1.1793
H: -7.1056 3.0228 3.0266
H: -5.3806 2.8276 3.4816
H: -6.5228 1.4827 3.7122


(2)
A cluster of 4 separate species, C41H39ClIN4O10P in total, computed with ωB97M-V/def2-TZVPD.

The energy above the lowest of the compared OMol25 structures with the same formula, charge and spin comes out at 101.7 kcal per mole. Its structure (SMILES) is CC[C@@H](Cl)c1c([C@H](I)CC)cc2c(c1OC(=O)c1ccccc1)C(=O)N(P(C)C)C2=O.O=[N+]([O-])c1ccccc1.O=[N+]([O-])c1ccccc1.O=[N+]([O-])c1ccccc1. As for the orbital gap: 7.1614 eV. As for the total energy: -3656.0094 Ha. Its spin multiplicity is 1. Its LUMO energy is -0.6631 eV. As for the charge: 0.

Positions of all 97 atoms, in Å:
C: 3.0154 -2.7877 0.1903
C: 2.7782 -1.3287 -0.4051
C: 3.3661 -1.3501 -1.8805
Cl: 2.0702 -2.1234 -2.9458
C: 3.7928 0.0603 -2.4040
C: 5.2365 0.4369 -2.4446
C: 6.3198 -0.5811 -1.9144
I: 6.1556 -0.8512 0.2675
C: 7.7986 -0.1367 -2.2314
C: 8.9039 -0.9817 -1.4518
C: 5.7020 1.7364 -2.9705
C: 4.6803 2.6611 -3.4078
C: 3.2435 2.3022 -3.3274
C: 2.7715 1.0246 -2.8620
O: 1.3953 0.7803 -2.8303
C: 0.8257 1.3368 -1.6848
O: 1.5411 1.6584 -0.7633
C: -0.6966 1.5175 -1.5116
C: -1.6166 0.3969 -1.6958
C: -3.0593 0.5241 -1.4981
C: -3.6473 1.8077 -1.0946
C: -2.7155 2.9374 -0.9361
C: -1.2822 2.8109 -1.1320
C: 2.5002 3.5695 -3.8713
O: 1.4575 3.6218 -4.4407
N: 3.4416 4.6545 -3.5636
P: 3.7368 4.7481 -1.7751
C: 5.3703 5.6031 -1.4295
C: 2.3217 5.7063 -0.9634
C: 4.7493 4.1118 -3.9968
O: 5.5687 4.6665 -4.6579
H: 2.9385 -2.7933 1.3112
H: 2.2402 -3.5187 -0.1725
H: 4.0228 -3.1908 -0.0868
H: 1.6628 -1.1937 -0.4239
H: 3.2682 -0.5376 0.2176
H: 4.2115 -2.0883 -1.9038
H: 6.1537 -1.5857 -2.3738
H: 7.9354 0.9205 -1.8671
H: 7.9675 -0.2421 -3.3323
H: 8.6549 -2.0672 -1.3816
H: 9.8870 -0.8386 -1.9857
H: 9.0411 -0.4906 -0.4520
H: 6.7636 2.0473 -3.0208
H: -1.2480 -0.6133 -1.9934
H: -3.7601 -0.3429 -1.6146
H: -4.7410 1.9048 -0.9412
H: -3.1700 3.9071 -0.6265
H: -0.6151 3.6989 -0.9951
H: 5.3340 6.3531 -0.6013
H: 6.0888 4.7968 -1.1028
H: 5.8450 6.0748 -2.3372
H: 2.3788 6.8155 -1.1428
H: 1.3874 5.3246 -1.4717
H: 2.2312 5.4554 0.1287
O: -3.3719 -0.5866 1.1386
N: -3.2519 -0.5428 2.3497
O: -3.9516 -1.1575 3.1385
C: -2.1929 0.3128 2.8928
C: -1.4030 1.0519 2.0219
C: -0.4152 1.8795 2.5370
C: -0.2215 1.9592 3.9116
C: -1.0111 1.2074 4.7744
C: -2.0022 0.3802 4.2660
H: -1.5461 0.9966 0.9497
H: 0.2027 2.4650 1.8660
H: 0.5474 2.6106 4.3121
H: -0.8553 1.2699 5.8447
H: -2.6128 -0.1977 4.9483
O: -1.2631 -1.7003 7.4673
N: -2.0606 -2.2233 8.2265
O: -2.1783 -1.9412 9.4053
C: -2.9353 -3.2673 7.6821
C: -2.8053 -3.6405 6.3511
C: -3.6184 -4.6445 5.8450
C: -4.5534 -5.2623 6.6662
C: -4.6831 -4.8749 7.9946
C: -3.8716 -3.8735 8.5083
H: -2.0799 -3.1651 5.7033
H: -3.5214 -4.9480 4.8097
H: -5.1836 -6.0503 6.2694
H: -5.4155 -5.3571 8.6307
H: -3.9779 -3.5806 9.5449
O: -4.9832 -0.1779 -3.7552
N: -5.7793 -0.7112 -3.0014
O: -5.9069 -0.4380 -1.8136
C: -6.6429 -1.7584 -3.5539
C: -6.5050 -2.1242 -4.8861
C: -7.3081 -3.1325 -5.3996
C: -8.2412 -3.7619 -4.5844
C: -8.3787 -3.3818 -3.2549
C: -7.5771 -2.3761 -2.7337
H: -5.7811 -1.6399 -5.5287
H: -7.2050 -3.4307 -6.4358
H: -8.8635 -4.5532 -4.9870
H: -9.1092 -3.8729 -2.6236
H: -7.6893 -2.0891 -1.6960


(3)
A structure of composition C4HO2Y, computed with ωB97M-V/def2-TZVPD.

The energy above the lowest of the compared OMol25 structures with the same formula, charge and spin comes out at 0.2 kcal per mole. As for the orbital gap (alpha / beta): 4.5600 / 8.2985 eV. As for the total energy: -341.1718 Ha. Its spin multiplicity is 2. Its LUMO energy (alpha / beta) is -6.3828 / -5.2301 eV. As for the charge: +1.

Positions of all 8 atoms, in Å:
O: -0.4249 1.5986 0.2019
C: 2.3740 -0.1579 1.9874
C: 1.5242 0.1291 1.1104
C: 0.6749 0.5623 0.0845
C: -0.2292 -0.2174 -0.5127
O: -0.7526 -1.1433 -1.0681
Y: -2.6157 -2.7329 -1.1192
H: -0.5506 1.9614 -0.6842


(4)
A structure of composition C29H42Cl3N10O4RuS4Si, computed with ωB97M-V/def2-TZVPD.

The energy above the lowest of the compared OMol25 structures with the same formula, charge and spin comes out at 24.6 kcal per mole. As for the orbital gap (alpha / beta): 7.9506 / 6.3841 eV. As for the total energy: -5335.9092 Ha. Its spin multiplicity is 6. Its LUMO energy (alpha / beta) is -4.7292 / -6.2129 eV. As for the charge: +2.

Positions of all 94 atoms, in Å:
Ru: -0.3648 0.1680 -1.5827
N: 0.4556 1.3964 0.6011
N: 1.8483 1.5136 0.6458
C: 2.6189 0.8424 -0.2396
N: 3.9314 0.9553 -0.1330
N: 1.9294 0.1118 -1.1246
N: 2.5634 -0.6773 -2.0374
O: 1.7877 -1.3371 -2.7141
O: 3.7711 -0.7243 -2.1498
H: 0.0301 2.3173 0.5979
H: 0.1216 0.8592 1.3996
H: 2.2793 2.0694 1.3709
H: 4.3503 1.5122 0.5928
H: 4.5097 0.4575 -0.7964
C: 0.6283 6.0105 -5.8343
Si: 0.8189 4.2022 -5.4294
C: 0.0050 3.1552 -6.7404
C: 2.6206 3.7746 -5.2054
C: -0.0517 3.9185 -3.7569
C: -0.6285 4.9709 -3.0543
C: -1.2606 4.7789 -1.8252
C: -1.2833 3.5073 -1.3005
N: -0.7078 2.4816 -1.9384
C: -0.1423 2.6695 -3.1333
S: 0.4440 1.1471 -3.7824
H: 1.1152 6.2124 -6.7897
H: 1.0973 6.6561 -5.0905
H: -0.4171 6.3053 -5.9364
H: 0.2279 3.5625 -7.7275
H: -1.0795 3.1528 -6.6217
H: 0.3517 2.1225 -6.7175
H: 3.1920 4.0663 -6.0876
H: 2.7702 2.7059 -5.0498
H: 3.0371 4.3109 -4.3508
H: -0.6018 5.9672 -3.4758
H: -1.7342 5.5946 -1.2993
H: -1.7912 3.2769 -0.3708
N: -3.7165 -4.1100 -2.8651
C: -2.7423 -3.2999 -3.6808
C: -1.7228 -2.6617 -2.7340
N: -1.3490 -1.3217 -3.1618
H: -4.4111 -4.5835 -3.4483
H: -4.2094 -3.4559 -2.2357
H: -3.2480 -4.8180 -2.2949
H: -3.3528 -2.5342 -4.1537
H: -2.3093 -3.9435 -4.4443
H: -0.8338 -3.2809 -2.6221
H: -2.1830 -2.5473 -1.7498
H: -2.1987 -0.7946 -3.3684
H: -0.7404 -1.2968 -3.9745
Cl: 1.4493 -3.7822 9.6463
C: 1.1865 -3.3346 7.9995
C: 0.0602 -2.6012 7.6563
C: -0.1269 -2.2345 6.3355
C: 0.7873 -2.5878 5.3487
C: 0.5767 -2.1537 3.9192
C: -0.2678 -3.1495 3.1358
N: -0.0911 -2.8952 1.7116
C: 0.8337 -3.4992 0.8990
C: 0.8321 -2.7969 -0.2641
N: -0.0759 -1.7607 -0.1728
C: -0.6228 -1.8725 1.0256
O: -0.0915 -0.8967 3.8348
C: 0.7791 0.2039 3.5673
C: 1.9768 0.2736 4.4589
C: 3.2539 0.0355 4.0461
Cl: 3.7636 -0.3164 2.4325
S: 4.3980 0.0929 5.3127
C: 3.1633 0.4547 6.4436
C: 1.9388 0.5271 5.8626
C: 1.8891 -3.3454 5.7253
Cl: 3.0489 -3.8574 4.5263
C: 2.1091 -3.7178 7.0401
H: -0.6499 -2.3163 8.4189
H: -0.9833 -1.6329 6.0624
H: 1.5462 -2.0881 3.4151
H: -1.3204 -3.0363 3.3959
H: 0.0411 -4.1726 3.3441
H: 1.4194 -4.3382 1.2290
H: 1.4342 -2.9564 -1.1399
H: -1.3802 -1.2265 1.4357
H: 0.1561 1.0942 3.6723
H: 1.1341 0.1288 2.5282
H: 3.4166 0.6021 7.4797
H: 1.0301 0.7395 6.4049
H: 2.9806 -4.2951 7.3111
C: -6.4547 0.4088 -0.5922
O: -5.0534 0.6622 -0.3502
C: -4.1203 -0.0541 -0.9288
S: -4.4719 -1.2071 -2.0942
S: -2.5679 0.4429 -0.3384
H: -6.9701 0.9230 0.2120
H: -6.6558 -0.6593 -0.5761
H: -6.7259 0.8292 -1.5588


(5)
A structure of composition C6H19F3N5O3Sr, computed with ωB97M-V/def2-TZVPD.

The energy above the lowest of the compared OMol25 structures with the same formula, charge and spin comes out at 0.0 kcal per mole. As for the orbital gap: 7.6028 eV. As for the total energy: -1070.0954 Ha. Its spin multiplicity is 1. Its LUMO energy is 2.6447 eV. As for the charge: -1.

Positions of all 37 atoms, in Å:
Sr: -34.0087 -21.5723 -7.5466
F: -35.6557 -23.1888 -8.3697
F: -32.4075 -23.4284 -8.0873
F: -34.9870 -19.1560 -7.1833
C: -35.3593 -24.0358 -5.3058
C: -35.4633 -22.6761 -4.6127
C: -34.1039 -22.2467 -4.0505
O: -33.2089 -21.9760 -5.1137
C: -31.8747 -21.7338 -4.6558
N: -36.0191 -21.6809 -5.5251
H: -35.0478 -24.8000 -4.5824
H: -34.6465 -24.1396 -6.1233
H: -36.3605 -24.2759 -5.6640
H: -36.1291 -22.7588 -3.7413
H: -33.7195 -23.0685 -3.4362
H: -34.2164 -21.3668 -3.4037
H: -31.5589 -22.5973 -4.0701
H: -31.8956 -20.8072 -4.0781
H: -31.2868 -21.6191 -5.5621
H: -35.8564 -20.7052 -5.2916
H: -37.0098 -21.8342 -5.6384
C: -33.9914 -21.6275 -11.0006
O: -34.1352 -20.8837 -10.0367
N: -34.0053 -21.1733 -12.3013
N: -33.7579 -22.9574 -10.8576
H: -33.8180 -21.7869 -13.0686
H: -34.0569 -20.1979 -12.5162
H: -33.7896 -23.3510 -9.9171
H: -33.4309 -23.4773 -11.6455
C: -30.8007 -19.7491 -7.8730
O: -31.9337 -20.2120 -7.8595
N: -30.5309 -18.5814 -7.2240
N: -29.7568 -20.3221 -8.5330
H: -29.6369 -18.1488 -7.3271
H: -31.2741 -18.1804 -6.6801
H: -28.8409 -19.9591 -8.3761
H: -29.9059 -21.2497 -8.8960


(6)
A cluster of 2 separate species, C6H10Br3NO2 in total, computed with ωB97M-V/def2-TZVPD.

The energy above the lowest of the compared OMol25 structures with the same formula, charge and spin comes out at 10.4 kcal per mole. Its structure (SMILES) is CC/C(Br)=[N+](/[O-])O.C/C(Br)=C\Br. As for the orbital gap: 9.2674 eV. As for the total energy: -8161.7171 Ha. Its spin multiplicity is 1. Its LUMO energy is 0.3906 eV. As for the charge: 0.

Positions of all 22 atoms, in Å:
C: -1.7291 -2.4741 1.1017
C: -1.2528 -0.9845 1.2436
C: -0.8310 -0.5315 -0.1291
Br: -2.0248 0.5185 -1.2360
N: 0.3263 -0.8652 -0.6405
O: 0.7485 -0.7401 -1.7669
O: 1.2726 -1.5002 0.2341
H: -2.6843 -2.5427 0.5943
H: -0.9339 -3.0170 0.7167
H: -1.9075 -2.8905 2.0918
H: -2.2260 -0.5092 1.6359
H: -0.2921 -0.7277 1.8429
H: 2.1139 -1.7936 -0.2851
C: 0.7782 2.3999 -2.0450
C: 2.1180 2.3426 -1.3445
Br: 3.6910 2.0462 -2.3847
C: 2.2207 2.4609 0.0036
Br: 0.9732 2.5157 1.3993
H: -0.0041 2.3357 -1.3209
H: 0.7325 1.4515 -2.6101
H: 0.8504 3.2021 -2.8291
H: 3.1448 2.3184 0.4550


Strongest force on any atom, record by record: 1.942; 3.449; 4.101; 0.611; 1.538; 3.162 eV/A